This record from the OMol25 dataset describes a structure of composition C50H45AuBrCl2F4GeNO3PS in a non-equilibrium geometry. The level of theory is the ωB97M-V functional and the def2-TZVPD basis.

XYZ file:
```
110
Properties=species:S:1:pos:R:3:forces:R:3:mulliken_charge:R:1
Au 0.84601 -0.55010 -0.49540 0.8 2.1 0.4 2.567
F -6.69799 1.11390 0.46120 0.4 -0.2 0.0 -0.287
C -5.52059 0.51120 0.34010 0.1 -0.1 0.0 0.456
C -5.44659 -0.81200 -0.09060 0.0 0.1 0.1 0.239
F -6.56079 -1.47890 -0.37940 0.3 0.1 0.1 -0.296
C -4.20639 -1.43420 -0.20680 0.2 0.0 0.1 -0.351
F -4.18199 -2.71990 -0.56470 -0.3 0.0 0.0 -0.393
C -3.01459 -0.76740 0.07520 0.4 0.9 -0.2 -0.287
P -1.35209 -1.54510 -0.14890 -0.3 -1.5 0.0 0.928
C -1.35929 -2.63790 1.30930 0.6 0.2 0.1 1.273
C -2.03949 -3.85420 1.31920 0.0 0.0 -0.2 -0.467
C -2.01869 -4.63570 2.45980 -0.1 0.0 -0.1 -0.942
C -1.32929 -4.21430 3.58630 0.0 0.1 0.0 -1.166
C -0.65649 -3.00490 3.57490 -0.1 0.0 0.1 -0.210
C -0.66619 -2.21540 2.43820 -0.1 0.0 -0.1 0.036
C -1.49219 -2.69010 -1.53830 0.3 0.0 -0.2 0.820
C -0.54329 -3.71350 -1.51590 -0.1 0.1 0.0 -0.558
C -0.43499 -4.58470 -2.58080 0.0 -0.1 0.0 -0.635
C -1.24759 -4.41850 -3.69210 0.0 0.0 0.0 -0.865
C -2.17059 -3.38640 -3.72860 0.0 0.0 -0.1 -0.857
C -2.29609 -2.51720 -2.65830 0.0 0.1 0.2 -0.851
C -3.11309 0.55190 0.52720 0.0 0.3 0.1 0.980
Br -1.57969 1.54440 0.99300 -0.3 -0.1 0.0 0.246
C -4.34329 1.18250 0.65520 0.2 0.0 0.1 -0.096
F -4.39469 2.44290 1.08310 -0.2 -0.3 -0.1 -0.363
H -2.56959 -4.19690 0.44320 0.0 0.0 0.0 0.467
H -2.54389 -5.57860 2.46660 0.0 -0.1 0.0 0.465
H -1.31679 -4.83110 4.47210 0.0 -0.1 0.1 0.449
H -0.11399 -2.68310 4.45160 0.1 0.0 0.0 0.655
H -0.12739 -1.28070 2.40250 0.1 0.1 0.2 -0.290
H 0.10791 -3.80900 -0.65580 0.1 -0.1 0.0 0.362
H 0.28331 -5.38940 -2.54970 0.1 -0.1 0.0 0.618
H -1.15069 -5.08970 -4.53080 0.0 -0.1 -0.1 0.445
H -2.79689 -3.25270 -4.59640 -0.1 0.0 -0.1 0.489
H -3.02099 -1.71590 -2.69990 0.0 0.0 0.0 0.328
O 1.06091 0.24660 1.69030 -1.4 -1.4 -1.8 -1.140
S 1.95741 1.08680 2.51850 0.7 0.6 3.6 0.779
C 3.52121 0.09830 2.68190 -0.6 0.3 -0.1 -1.158
C 3.19981 -1.32880 2.92960 0.1 -0.2 0.0 -0.297
C 3.19301 -1.85480 4.22020 0.1 0.0 -0.1 -0.437
C 2.83941 -3.17430 4.43940 0.0 -0.1 0.0 -0.761
C 2.48201 -3.98490 3.37390 0.0 -0.1 0.0 -0.718
C 2.49571 -3.47390 2.08680 0.0 -0.1 -0.1 -0.601
C 2.85091 -2.15550 1.86460 0.0 0.0 0.2 0.346
C 1.29761 0.77750 4.26400 0.6 -0.4 -1.2 -0.602
C -0.04899 1.38460 4.33600 -0.5 0.2 0.0 0.133
C -1.18829 0.60240 4.50490 0.2 0.1 0.1 0.141
C -2.43959 1.18850 4.57080 -0.1 0.0 0.0 -0.878
C -2.57059 2.56220 4.45120 0.0 0.0 0.0 -0.461
C -1.44419 3.34830 4.25780 -0.1 0.1 0.0 -0.786
C -0.19359 2.76600 4.20170 0.0 -0.2 0.0 -0.386
H 4.08341 0.56020 3.48880 0.1 0.1 0.0 0.683
H 4.02661 0.25370 1.73230 0.1 0.1 0.0 0.334
H 3.48851 -1.23860 5.05840 0.0 0.1 0.0 0.454
H 2.85031 -3.57110 5.44440 0.0 0.0 0.1 0.411
H 2.20281 -5.01310 3.54710 0.0 -0.1 0.0 0.482
H 2.24301 -4.11140 1.25190 -0.1 -0.1 -0.1 0.367
H 2.87081 -1.76220 0.85610 0.1 0.0 -0.1 0.805
H 2.02491 1.29850 4.88160 0.1 0.0 0.2 0.723
H 1.29721 -0.28940 4.46650 0.0 0.0 0.2 0.031
H -1.09569 -0.46790 4.60710 0.0 -0.1 0.0 0.443
H -3.31159 0.56980 4.72570 -0.1 0.0 0.0 0.449
H -3.54609 3.01930 4.50720 -0.1 0.1 0.0 0.456
H -1.54419 4.41770 4.15370 0.0 0.1 0.0 0.443
H 0.68361 3.37850 4.05310 0.1 0.1 0.0 0.433
Cl -0.54949 5.71910 -4.04370 -0.1 0.0 -0.3 -0.153
C -1.62119 4.38240 -3.82510 0.0 -0.3 0.0 0.757
C -2.84189 4.39210 -4.47920 0.0 0.0 0.1 -0.500
C -3.69089 3.30300 -4.39200 0.0 0.0 0.0 -0.747
C -3.29399 2.16650 -3.70850 0.1 0.0 0.0 -0.845
C -2.07279 2.15800 -3.06370 -0.2 0.6 -0.1 -0.200
Cl -1.55319 0.70910 -2.26040 0.0 0.2 -0.6 0.405
C -1.23089 3.28150 -3.03890 0.0 -0.1 -0.1 -0.176
N -0.04929 3.25820 -2.31970 0.1 -1.0 -0.7 0.232
C 0.40211 4.27960 -1.51470 0.8 1.1 1.1 0.459
C -0.47379 5.29820 -1.10890 0.2 -0.6 0.1 -0.029
C -0.03409 6.34030 -0.32960 0.4 0.1 0.2 -0.919
C 1.29661 6.39240 0.08110 -0.4 0.2 0.0 -0.886
C 2.15721 5.37620 -0.26920 -0.2 -0.1 -0.2 -0.568
C 1.74651 4.31100 -1.07000 -0.8 0.6 -0.1 0.314
C 2.73271 3.26240 -1.40810 0.2 -1.5 0.5 -1.440
C 2.65011 2.06230 -0.36650 0.4 4.1 0.5 0.297
O 2.72111 2.36720 0.82520 0.5 -0.2 -1.3 -0.796
O 2.53661 0.94920 -0.89220 -1.4 -4.1 -1.3 -0.950
H -3.11379 5.25370 -5.06710 0.0 0.1 0.0 0.468
H -4.65319 3.33110 -4.87440 -0.1 0.0 -0.1 0.423
H -3.92739 1.29450 -3.66870 -0.1 -0.1 0.0 0.479
H 0.39641 2.35550 -2.22170 -0.1 0.2 0.0 -0.537
H -1.51489 5.24120 -1.38460 -0.1 0.0 -0.1 0.583
H -0.72449 7.11010 -0.02360 -0.1 0.1 0.0 0.459
H 1.64591 7.22710 0.66720 0.1 0.1 0.1 0.429
H 3.18501 5.40870 0.05760 0.1 0.0 0.0 0.456
H 3.74861 3.64640 -1.32190 0.0 0.1 -0.1 0.614
H 2.59221 2.81780 -2.39120 0.0 0.2 -0.2 0.423
C 3.17891 -3.49970 -2.50260 -0.2 0.5 -0.2 -1.057
Ge 2.98721 -1.60430 -3.05760 1.2 -0.5 -0.2 0.930
C 2.87861 -1.49130 -5.05520 -0.3 0.1 0.6 -1.365
C 4.60571 -0.62730 -2.45750 -0.6 -0.2 -0.1 -1.101
C 1.19161 -0.94190 -2.56730 -0.4 -0.1 0.6 -0.991
H 4.11721 -3.89180 -2.88510 0.1 0.0 -0.1 0.450
H 2.37091 -4.10290 -2.90530 -0.1 -0.1 0.0 0.287
H 3.19451 -3.61400 -1.42170 0.0 0.1 0.2 0.227
H 3.73521 -1.97510 -5.51440 0.2 -0.1 0.1 0.413
H 2.85811 -0.45550 -5.38510 0.0 0.1 0.0 0.407
H 1.97641 -1.98030 -5.41300 -0.1 -0.1 -0.1 0.398
H 5.48121 -1.11500 -2.88110 0.0 -0.1 -0.1 0.498
H 4.70001 -0.63740 -1.37680 0.0 0.0 0.1 0.240
H 4.59451 0.40540 -2.78830 -0.1 0.1 0.0 0.310
H 0.43721 -1.64270 -2.90830 -0.2 -0.1 0.1 0.130
H 1.00961 0.00710 -3.05960 -0.1 0.3 0.3 0.583
```
Positions in Å, forces in eV/Å.

Calculated values
- HOMO (eV) = -9.7
- lowest unoccupied orbital energy (eV) = -5.235
- total charge = +1
- DFT total energy (Ha) = -9058.520573
- energy above the lowest of the compared OMol25 structures with the same formula, charge and spin (kcal/mol) = 65.18
- gap between HOMO and LUMO (eV) = 4.4